1.
Density functional theory data (the ωB97M-V functional and the def2-TZVPD basis) for C26H43F3O2P2Ru as an isolated structure at a distorted geometry.

2S+1: 5
HOMO energy (alpha / beta): -12.75 / -13.75 eV
LUMO energy (alpha / beta): -6.336 / -9.716 eV
frontier orbital gap (alpha / beta): 6.4 / 4.0 eV
E_tot: -61045.774 eV
net charge: +2

```
77
Properties=species:S:1:pos:R:3:mulliken_spin:R:1
Ru -0.60293 0.90314 1.03823 1.434
C -2.34715 3.08382 1.84075 0.086
C -1.92415 1.85934 2.50677 -0.275
C -0.07101 3.23417 2.15453 0.303
C -1.21467 3.87875 1.62176 0.036
C -0.48118 1.99474 2.78870 0.402
C -3.73920 3.45386 1.53708 0.017
H -4.43877 2.66761 1.83619 -0.003
H -3.86168 3.61606 0.44927 0.012
H -4.03769 4.38497 2.04190 0.010
C -1.21636 5.23423 1.00696 0.004
H -2.10138 5.36267 0.37029 -0.001
H -0.32496 5.36578 0.37984 -0.002
H -1.22477 6.04335 1.75482 -0.002
C 1.27402 3.83694 2.17894 -0.049
H 1.37935 4.60632 2.95893 0.021
H 1.46123 4.33181 1.21391 0.011
H 2.03827 3.07067 2.34736 0.001
C 0.25309 1.21878 3.82299 -0.027
H 0.16340 1.67903 4.81350 0.015
H 1.31942 1.15473 3.56911 -0.008
H -0.14333 0.19875 3.89437 0.021
C -2.87632 1.00941 3.26023 -0.008
H -3.15783 1.49186 4.21236 0.000
H -2.43537 0.03191 3.47432 -0.004
H -3.79834 0.87932 2.67981 0.003
C -1.06383 0.62322 -1.02856 0.141
C -2.26405 0.43118 -0.31520 -0.156
C -2.89938 -0.87142 0.09356 0.036
C -1.98438 -1.84834 0.87385 -0.009
C -0.80842 -1.19477 1.55978 -0.018
C 0.44774 -0.90352 0.94717 -0.061
C 0.75339 -1.13844 -0.49611 0.091
C -0.18855 -0.48476 -1.54231 0.177
H -3.31727 -1.37459 -0.79276 -0.001
H -1.68076 -2.68283 0.21955 -0.003
H -3.77867 -0.63152 0.71732 0.000
H -0.79396 -1.26130 -2.03910 -0.003
H -0.99112 1.58587 -1.55727 -0.061
H -2.98053 1.25487 -0.42365 -0.006
H 0.43405 -0.05903 -2.34404 0.012
H 1.77989 -0.77966 -0.68172 0.012
H 1.31761 -0.94531 1.60865 -0.042
H 0.76542 -2.24156 -0.67386 0.018
H -2.59621 -2.31860 1.66008 -0.002
H -0.74578 -1.42479 2.63319 0.007
P 1.57819 -3.37412 -2.24843 0.414
P 3.95110 -3.12020 -0.50853 0.225
C 2.83653 -4.70782 -2.52496 0.042
C 4.18132 -4.17177 -2.04315 -0.006
H 2.83518 -4.94117 -3.59491 0.008
H 2.52710 -5.60492 -1.96497 -0.002
H 4.87790 -4.98798 -1.80885 0.004
H 4.64680 -3.53024 -2.80615 -0.004
C 5.76400 -2.85691 -0.35270 0.047
H 5.98769 -2.40857 0.62247 -0.001
H 6.07597 -2.17674 -1.15538 0.000
H 6.29873 -3.81192 -0.45687 0.011
C 3.79036 -4.52410 0.68922 0.022
H 4.42817 -5.36342 0.37859 0.005
H 2.74769 -4.86176 0.76180 0.001
H 4.11648 -4.16739 1.67520 -0.001
C 1.70895 -2.43508 -3.80628 0.036
H 0.85012 -1.75477 -3.89996 -0.005
H 1.71579 -3.15369 -4.63763 0.019
H 2.63676 -1.84546 -3.81656 -0.001
C 0.06470 -4.35567 -2.44102 0.064
H 0.10807 -5.20379 -1.74212 -0.001
H 0.03583 -4.71702 -3.47725 0.019
H -0.81912 -3.74082 -2.22348 0.000
F -3.54274 5.16633 -3.87525 -0.002
C -3.12424 5.31785 -2.57418 -0.021
F -2.23416 6.34956 -2.54341 -0.001
F -4.21707 5.69745 -1.84189 0.006
C -2.50150 3.95216 -2.08646 -0.140
O -1.33175 3.74837 -2.47941 0.606
O -3.28973 3.25692 -1.38904 0.527
```



2.
Density functional theory data (the ωB97M-V functional and the def2-TZVPD basis) for C14H11N5TeW as an isolated structure at a distorted geometry.

2S+1: 1
HOMO energy (alpha / beta): -22.24 / -22.25 eV
LUMO energy (alpha / beta): -16.550 / -15.965 eV
frontier orbital gap (alpha / beta): 5.7 / 6.3 eV
E_tot: -31217.949 eV
net charge: +4

```
32
Properties=species:S:1:pos:R:3:mulliken_charge:R:1
W 0.43025 -0.97910 -1.51586 1.144
N -1.70710 2.95618 -1.44580 0.087
C -0.96677 2.07009 -2.06446 -0.165
N -0.69350 0.89508 -1.47343 -0.380
C -1.19102 0.64377 -0.23359 0.845
N -0.87601 -0.72028 0.12031 -0.431
N 0.46100 -0.90937 0.46482 -0.017
C 0.99186 -1.98978 1.03377 -0.546
C 2.18548 -2.41413 0.38644 0.876
C 3.14164 -3.24022 0.95218 -0.674
C 4.32479 -3.49537 0.23117 -0.245
C 4.46509 -2.94999 -1.02363 -0.650
C 3.41912 -2.18184 -1.58486 0.168
N 2.31443 -1.90438 -0.90752 -0.290
C -1.99807 1.51279 0.46659 0.769
C -2.57394 1.25362 1.73968 -0.490
C -3.35640 2.21312 2.31818 -0.851
C -3.59314 3.44404 1.65829 -0.386
C -3.05785 3.73158 0.40996 -0.897
C -2.26880 2.76928 -0.18524 0.535
H -1.89332 3.83770 -1.92980 0.315
H -0.58822 2.29715 -3.05427 0.428
H 0.59095 -2.48611 1.91844 0.457
H 2.99031 -3.66461 1.93948 0.469
H 5.10269 -4.11379 0.66496 0.502
H 5.35933 -3.11409 -1.61444 0.451
H 3.50908 -1.80838 -2.59967 0.450
H -2.40056 0.30482 2.22971 0.517
H -3.80878 2.03727 3.28594 0.484
H -4.22088 4.18627 2.13947 0.468
H -3.26507 4.67905 -0.07423 0.456
Te -0.82660 -2.86036 -2.25261 0.601
```



3.
Density functional theory data (the ωB97M-V functional and the def2-TZVPD basis) for C14H23ClI2N2O2PRu as an isolated structure at a distorted geometry.

2S+1: 6
HOMO energy (alpha / beta): -14.57 / -14.23 eV
LUMO energy (alpha / beta): -7.369 / -10.554 eV
frontier orbital gap (alpha / beta): 7.2 / 3.7 eV
E_tot: -62540.666 eV
net charge: +2

```
46
Properties=species:S:1:pos:R:3:mulliken_spin:R:1
I -3.38976 -2.30008 -2.03414 0.967
I -2.95259 2.36778 -1.34760 0.958
Ru 0.58739 -0.47527 0.39587 1.946
P 0.28139 0.07035 -2.03260 0.033
C -1.21474 0.06740 -3.24066 0.052
C 1.20160 1.54803 -2.61322 -0.002
H 2.22028 -1.21029 -2.11441 -0.002
H 1.58232 -1.04548 -3.77104 0.008
H 0.85631 -2.22549 -2.68512 0.002
C 1.31448 -1.23731 -2.72994 0.022
H 2.14460 1.54459 -2.06346 0.001
H 1.43366 1.54570 -3.68358 0.003
H -0.87842 0.13983 -4.30643 0.005
H -1.89114 0.95966 -3.04728 0.016
H 0.64374 2.45938 -2.39392 0.000
H -1.86953 -0.84526 -3.15471 -0.008
C -1.15535 -0.30608 0.17432 -0.184
O -2.25442 -0.36593 -0.02469 0.045
Cl 2.96234 -0.36222 0.39751 0.107
C 3.33522 1.69581 7.19837 0.086
C 1.90558 1.86574 7.54939 -0.004
N 1.04795 0.95686 6.77057 0.649
C 1.26904 -0.46992 7.26666 0.001
C 0.53063 -0.68424 8.56295 0.042
C 1.04938 1.22478 5.39541 -0.041
O 1.53478 2.29681 4.98685 0.294
C 0.29890 0.24925 4.62883 -0.039
C -0.90645 -0.47591 5.04164 0.009
C -1.64583 -1.06467 4.09622 0.007
C -1.23550 -1.12638 2.78540 -0.009
N -0.08614 -0.61784 2.45513 0.009
C 0.61164 0.18072 3.28634 -0.007
H 3.90497 0.76264 7.44314 0.000
H 3.71515 2.48795 7.87408 -0.003
H 3.55361 2.04611 6.18116 -0.002
H 1.58885 1.59963 8.56358 0.007
H 1.60748 2.83356 7.12903 0.013
H 0.88815 -1.29567 6.62716 0.008
H 2.36478 -0.42101 7.31468 0.024
H -0.48052 -0.27604 8.42657 -0.004
H 0.43142 -1.79705 8.64170 -0.002
H 0.96688 -0.16741 9.41973 0.000
H -1.22296 -0.60036 6.09442 -0.005
H -2.59451 -1.44008 4.48234 0.000
H -1.88145 -1.58810 2.05664 -0.008
H 1.43300 0.68821 2.73000 0.006
```



4.
Density functional theory data (the ωB97M-V functional and the def2-TZVPD basis) for a 2-piece molecular cluster, C4H8NS overall at a distorted geometry.

2S+1: 1
HOMO energy: -13.95 eV
LUMO energy: -4.742 eV
frontier orbital gap: 9.2 eV
E_tot: -16590.940 eV
net charge: +1

```
14
Properties=species:S:1:pos:R:3:mulliken_charge:R:1
C 1.40444 -0.11027 -1.52155 -0.678
C -0.08913 -0.35197 -1.14683 0.009
C 0.91276 -0.12946 -0.06632 -0.302
C -1.12784 1.34327 0.30398 -0.203
N -0.19949 0.70416 -0.22613 0.057
S -1.21000 -1.22577 1.92686 -0.309
H 2.17561 -0.78814 -1.86317 0.319
H 1.52428 0.91416 -1.90725 0.257
H -0.95226 -0.98716 -1.41574 0.383
H 1.09945 -0.55483 0.82473 0.401
H -1.26119 1.53480 1.37648 0.362
H -1.95585 1.60220 -0.35437 0.243
H 0.12045 -1.87442 1.64488 0.277
H -0.44122 -0.07656 2.42444 0.183
```